A molecular structure, C38H46I2N4OPSi2V. Source: the Open Molecules 2025 dataset; level of theory: ωB97M-V/def2-TZVPD.

Values from the calculation:
Lowest unoccupied orbital energy (alpha / beta) ... -3.96 / -2.35 eV
Highest occupied orbital energy (alpha / beta) ... -10.08 / -10.21 eV
Total charge ... +1
⟨S²⟩ ... 1.17
2S+1 ... 2

The geometry in XYZ format:
```
95
Properties=species:S:1:pos:R:3:lowdin_spin:R:1
V -0.163 0.429 0.275 1.52
I 3.386 6.193 -3.746 0.00
C 2.621 4.593 -2.650 0.00
C 2.233 3.437 -3.298 0.00
C 1.734 2.368 -2.561 0.00
I 1.076 0.693 -3.607 0.00
C 1.649 2.418 -1.172 0.00
O 1.236 1.437 -0.378 0.01
C 1.986 3.633 -0.537 0.00
C 1.773 3.764 0.953 0.00
N 0.438 3.343 1.371 0.00
C -0.643 4.103 0.806 0.00
C -1.398 3.459 -0.345 0.00
C -2.098 4.333 -1.173 0.00
C -2.838 3.860 -2.235 0.00
C -2.860 2.492 -2.454 0.00
C -2.158 1.686 -1.588 0.00
N -1.439 2.131 -0.538 0.00
C 2.475 4.696 -1.272 0.00
H 2.308 3.358 -4.374 0.00
H 1.964 4.810 1.229 0.00
H 2.501 3.148 1.488 0.00
H 0.370 3.289 2.371 0.00
H -0.286 5.064 0.417 0.00
H -1.379 4.346 1.578 0.00
H -2.037 5.395 -0.973 0.00
H -3.377 4.540 -2.882 0.00
H -3.406 2.048 -3.274 0.00
H -2.165 0.618 -1.737 0.00
H 2.730 5.620 -0.767 0.00
C 0.739 -0.941 4.660 0.00
Si 0.920 0.495 3.463 -0.01
C 2.609 0.550 2.673 0.00
C 0.585 2.102 4.389 0.00
N -0.267 0.250 2.148 -0.16
C -1.603 0.054 2.412 -0.04
C -2.236 0.318 3.647 -0.02
C -3.570 0.055 3.815 -0.03
C -4.329 -0.475 2.755 -0.04
C -3.744 -0.743 1.546 -0.01
C -2.368 -0.499 1.342 -0.05
N -1.676 -0.793 0.186 -0.14
Si -2.293 -2.007 -0.972 -0.01
C -3.831 -1.328 -1.819 0.00
C -2.666 -3.601 -0.090 0.00
C -1.923 -2.367 -4.406 0.00
H 1.660 -1.525 4.717 0.00
H -0.068 -1.615 4.366 0.00
H 0.515 -0.589 5.668 0.00
H 3.171 1.411 3.042 0.00
H 2.563 0.630 1.585 0.00
H 3.193 -0.336 2.920 0.00
H 0.571 1.918 5.465 0.00
H -0.380 2.549 4.135 0.00
H 1.369 2.841 4.204 0.00
H -1.664 0.722 4.471 0.00
H -4.041 0.256 4.768 0.00
H -5.382 -0.677 2.898 0.00
H -4.344 -1.155 0.745 0.00
H -4.624 -2.079 -1.812 0.00
H -3.649 -1.054 -2.858 0.00
H -4.213 -0.440 -1.312 0.00
H -3.146 -3.416 0.873 0.00
H -1.756 -4.177 0.086 0.00
H -3.341 -4.216 -0.689 0.00
H -1.970 -1.278 -4.485 0.00
H -1.761 -2.764 -5.409 0.00
H -2.891 -2.733 -4.060 0.00
C 0.707 -2.754 1.558 0.00
P 1.075 -1.745 0.089 -0.01
C 0.356 -2.703 -1.279 0.00
C 0.712 -3.986 -1.433 0.00
C 0.009 -4.852 -2.375 0.00
C -0.744 -4.306 -3.328 0.00
C -0.795 -2.807 -3.482 0.00
C -0.773 -2.126 -2.104 0.00
C 2.872 -1.896 -0.119 0.00
C 3.425 -1.595 -1.364 0.00
C 4.795 -1.652 -1.554 0.00
C 5.629 -2.014 -0.504 0.00
C 5.086 -2.323 0.734 0.00
C 3.713 -2.262 0.928 0.00
H 1.088 -3.768 1.445 0.00
H -0.376 -2.779 1.684 0.00
H 1.141 -2.301 2.445 0.00
H 1.503 -4.414 -0.825 0.00
H 0.120 -5.926 -2.286 0.00
H -1.264 -4.922 -4.053 0.00
H 0.154 -2.522 -3.967 0.00
H -0.557 -1.065 -2.285 0.00
H 2.780 -1.323 -2.192 0.00
H 5.213 -1.417 -2.525 0.00
H 6.700 -2.060 -0.652 0.00
H 5.731 -2.618 1.552 0.00
H 3.309 -2.515 1.899 0.00
```

A molecular structure, C40H43As2BaN4O2. Source: the Open Molecules 2025 dataset; level of theory: ωB97M-V/def2-TZVPD.

Values from the calculation:
Lowest unoccupied orbital energy ... -2.62 eV
Highest occupied orbital energy ... -9.32 eV
Total charge ... +1

The geometry in XYZ format:
```
92
Properties=species:S:1:pos:R:3:mulliken_charge:R:1
Ba 0.352 1.588 0.334 1.78
N 2.857 0.553 -1.531 -0.39
C 2.574 1.813 -2.227 0.06
C 3.741 2.520 -2.899 -0.75
C 4.865 2.833 -1.915 -0.53
C 5.454 4.213 -2.072 -1.22
N 4.421 5.263 -2.027 -0.08
C 3.848 5.685 -0.913 0.69
N 3.855 4.878 0.157 -0.19
N 3.279 6.888 -0.849 -0.44
C 1.930 2.715 -1.177 0.40
O 2.534 2.837 -0.073 -1.09
O 0.762 3.143 -1.369 -0.80
H 3.528 0.715 -0.787 0.24
H 3.256 -0.124 -2.170 0.31
H 1.817 1.617 -2.984 0.44
H 3.345 3.433 -3.358 0.46
H 4.112 1.904 -3.722 0.48
H 5.692 2.130 -2.026 0.35
H 4.509 2.710 -0.889 0.44
H 5.950 4.328 -3.034 0.43
H 6.196 4.403 -1.298 0.37
H 4.323 5.849 -2.839 0.25
H 3.820 3.890 0.017 -0.03
H 3.433 5.204 1.011 0.29
H 3.397 7.564 -1.584 0.20
H 2.680 7.138 -0.081 0.22
C -1.621 -2.489 -0.690 -1.61
C -1.558 -1.115 -1.363 -0.25
As -3.107 -0.022 -0.813 0.29
C -4.465 -1.033 -1.764 0.42
C -4.260 -1.619 -3.011 0.26
C -5.280 -2.334 -3.625 -0.76
C -6.513 -2.470 -2.996 -0.45
C -6.721 -1.892 -1.752 -0.56
C -5.697 -1.180 -1.136 -0.58
C -2.792 1.514 -1.982 0.09
C -3.079 2.772 -1.454 -0.37
C -2.870 3.924 -2.208 -0.54
C -2.361 3.825 -3.495 -0.49
C -2.058 2.576 -4.027 -0.67
C -2.268 1.428 -3.274 0.00
As 0.091 -3.451 -0.890 0.36
C -0.485 -5.191 -0.231 0.41
C 0.210 -5.881 0.758 -0.22
C -0.195 -7.155 1.141 -0.62
C -1.294 -7.751 0.538 -0.44
C -1.983 -7.073 -0.460 -0.62
C -1.575 -5.803 -0.848 -0.52
C 0.957 -2.751 0.713 0.09
C 0.365 -2.786 1.980 0.09
C 1.025 -2.262 3.080 -0.81
C 2.283 -1.689 2.933 -0.36
C 2.882 -1.651 1.683 -0.66
C 2.221 -2.187 0.579 -0.45
H -2.413 -3.091 -1.129 0.72
H -1.834 -2.397 0.373 0.47
H -1.484 -1.208 -2.444 0.32
H -0.658 -0.576 -1.048 -0.07
H -3.309 -1.523 -3.521 0.11
H -5.114 -2.782 -4.597 0.41
H -7.309 -3.027 -3.476 0.39
H -7.679 -1.997 -1.257 0.40
H -5.863 -0.737 -0.163 0.39
H -3.481 2.853 -0.452 0.41
H -3.113 4.894 -1.792 0.44
H -2.204 4.719 -4.087 0.42
H -1.666 2.496 -5.034 0.43
H -2.036 0.464 -3.709 0.17
H 1.067 -5.428 1.241 0.40
H 0.349 -7.680 1.917 0.38
H -1.612 -8.741 0.841 0.38
H -2.838 -7.534 -0.940 0.37
H -2.117 -5.294 -1.637 0.39
H -0.618 -3.225 2.109 0.49
H 0.549 -2.274 4.053 0.41
H 2.784 -1.261 3.794 0.39
H 3.870 -1.216 1.568 0.44
H 2.692 -2.177 -0.391 0.28
C -0.389 1.205 2.719 -0.26
C -0.289 0.939 3.921 -1.09
C -0.224 0.623 5.326 0.64
C 0.869 1.015 6.113 -0.39
C 0.930 0.688 7.460 -0.51
C -0.099 -0.038 8.051 -0.38
C -1.188 -0.430 7.285 -0.53
C -1.251 -0.104 5.937 -0.35
H 1.665 1.585 5.649 0.42
H 1.780 1.003 8.055 0.37
H -0.053 -0.292 9.103 0.39
H -1.996 -0.991 7.740 0.38
H -2.105 -0.405 5.341 0.44
```

2 unconnected molecules or ions with the total composition H2NO3S2. Source: the Open Molecules 2025 dataset; level of theory: ωB97M-V/def2-TZVPD.

Values from the calculation:
Lowest unoccupied orbital energy (alpha / beta) ... 3.70 / 1.27 eV
Highest occupied orbital energy (alpha / beta) ... -4.44 / -3.77 eV
Total charge ... -1
⟨S²⟩ ... 2.02
2S+1 ... 3

The geometry in XYZ format:
```
8
Properties=species:S:1:pos:R:3:lowdin_spin:R:1
N 1.801 -0.245 -0.408 1.01
O -0.165 -0.099 1.461 0.08
O -0.892 1.538 -0.264 0.00
O -0.294 -0.830 -0.885 0.43
S -2.615 -0.709 -0.017 0.40
S -0.820 0.140 0.132 0.00
H 1.415 -0.621 0.512 0.04
H 1.568 0.825 -0.531 0.04
```

A molecular structure, C4H5I. Source: the Open Molecules 2025 dataset; level of theory: ωB97M-V/def2-TZVPD.

Values from the calculation:
Lowest unoccupied orbital energy (alpha / beta) ... 0.48 / -3.20 eV
Highest occupied orbital energy (alpha / beta) ... -5.24 / -9.22 eV
⟨S²⟩ ... 2.01
2S+1 ... 3

The geometry in XYZ format:
```
10
Properties=species:S:1:pos:R:3:lowdin_spin:R:1
C 0.963 0.353 0.651 0.10
C 0.236 1.080 -0.193 0.04
C 0.171 -0.931 0.385 0.03
C -0.697 -0.018 -0.447 0.43
I -2.793 -0.298 -0.032 1.22
H 1.771 0.690 1.162 0.01
H 0.256 2.122 -0.587 0.00
H 0.883 -1.445 -0.246 0.00
H -0.083 -1.341 1.351 0.00
H -0.706 -0.211 -2.045 0.16
```

A molecular structure, C3H6I2O. Source: the Open Molecules 2025 dataset; level of theory: ωB97M-V/def2-TZVPD.

Values from the calculation:
Lowest unoccupied orbital energy (alpha / beta) ... 0.13 / -1.84 eV
Highest occupied orbital energy (alpha / beta) ... -7.37 / -9.37 eV
⟨S²⟩ ... 2.01
2S+1 ... 3

The geometry in XYZ format:
```
12
Properties=species:S:1:pos:R:3:lowdin_spin:R:1
C -0.299 -0.025 2.003 0.08
C 0.951 0.050 -1.906 0.10
C -0.887 -0.063 0.652 0.65
O 1.061 0.572 -0.678 0.85
I -1.881 1.632 -0.018 0.11
I -1.359 -1.857 -0.247 0.09
H 0.220 -0.953 2.237 0.00
H -1.069 0.152 2.761 0.03
H 0.410 0.803 2.055 0.01
H 0.074 0.427 -2.466 0.05
H 0.932 -1.061 -1.905 0.00
H 1.847 0.324 -2.488 0.03
```

A molecular structure, C3H4GaLiO4. Source: the Open Molecules 2025 dataset; level of theory: ωB97M-V/def2-TZVPD.

Values from the calculation:
Lowest unoccupied orbital energy (alpha / beta) ... -12.81 / -13.76 eV
Highest occupied orbital energy (alpha / beta) ... -20.38 / -20.07 eV
Total charge ... +2

The geometry in XYZ format:
```
13
Properties=species:S:1:pos:R:3:mulliken_charge:R:1
O -1.581 1.430 -0.486 -0.50
O -0.536 -0.989 -0.538 -0.47
C 0.888 -1.047 -0.467 -0.14
C 1.316 0.109 0.454 -0.48
O 0.447 1.211 0.278 -0.24
C -0.880 0.790 0.383 1.06
H 1.209 -2.003 -0.049 0.35
H 1.345 -0.936 -1.450 0.34
H 2.342 0.393 0.222 0.39
H 1.289 -0.216 1.496 0.35
O -1.499 0.956 1.614 -0.31
Li -1.432 -0.145 -1.883 0.91
Ga -2.908 0.446 0.427 0.74
```